## P
The following is a DFT calculation (ωB97M-V/def2-TZVPD) of an isolated molecule of C7H10S.

Each line ends with the natural charge from an NBO analysis.
Element x y z (Å)
C 0.96 -1.46 -2.19  -0.39
C 0.21 -0.54 -1.58  -0.15
C 0.58 0.10 -0.24  -0.40
C 0.59 1.59 -0.35  -0.16
C 1.70 2.31 -0.23  -0.38
C -0.42 -0.45 0.78  0.00
C 0.04 -1.69 1.48  -0.69
S -1.87 0.23 1.05  0.03
H 1.90 -1.83 -1.77  0.19
H 0.64 -1.89 -3.14  0.21
H -0.71 -0.22 -2.01  0.21
H 1.60 -0.26 0.05  0.22
H -0.35 2.10 -0.57  0.22
H 1.69 3.40 -0.32  0.20
H 2.67 1.88 -0.03  0.19
H 0.89 -1.44 2.12  0.23
H -0.72 -2.12 2.12  0.24
H 0.37 -2.44 0.74  0.23

The gap between HOMO and LUMO comes out at 8.5 eV. The value obtained for the LUMO energy is -0.0528 eV. As for the total charge: 0.

## Q
The following is a DFT calculation (ωB97M-V/def2-TZVPD) of an isolated molecule of C7H10S.

Each line ends with the natural charge from an NBO analysis.
Element x y z (Å)
C -2.63 0.73 1.43  -0.20
C -2.23 1.37 0.35  -0.21
C -1.54 0.07 0.57  -0.22
C -0.15 -0.19 1.11  -0.44
C 0.69 -0.86 0.01  -0.22
C 1.02 -0.12 -1.24  -0.46
C 2.57 -0.43 -1.29  -0.51
S 2.60 -1.10 0.38  0.13
H -3.35 0.84 2.20  0.23
H -2.40 2.41 -0.12  0.23
H -1.91 -0.83 -0.14  0.17
H 0.28 0.83 1.47  0.22
H -0.23 -0.97 1.98  0.22
H 0.08 -1.79 -0.18  0.21
H 0.73 0.92 -1.16  0.21
H 0.32 -0.35 -2.06  0.22
H 2.93 -1.08 -2.05  0.21
H 3.20 0.55 -1.28  0.21

The gap between HOMO and LUMO comes out at 9.4 eV. The value obtained for the LUMO energy is 0.9260 eV. As for the total charge: 0.

## R
The following is a DFT calculation (ωB97M-V/def2-TZVPD) of a cluster of 2 separate species, C7H10S in total.

Each line ends with the natural charge from an NBO analysis.
Element x y z (Å)
C -1.86 0.13 -0.09  -0.32
C -2.71 -0.69 -0.72  -0.17
C -0.52 -1.45 -1.08  -0.32
C -0.52 -0.36 -0.32  0.10
C -1.95 -1.79 -1.41  -0.48
C 1.83 1.07 2.01  -0.68
C 1.70 1.41 0.58  -0.32
S 2.95 0.99 -0.52  0.08
H -2.10 1.00 0.48  0.22
H -3.78 -0.61 -0.75  0.21
H 0.31 -2.03 -1.43  0.22
H -2.23 -2.77 -1.03  0.24
H -2.12 -1.79 -2.49  0.24
H 2.65 0.37 2.17  0.22
H 0.91 0.63 2.39  0.23
H 2.03 1.97 2.61  0.22
H 1.01 2.17 0.26  0.20
H 2.35 1.46 -1.62  0.13

The gap between HOMO and LUMO (spin up / spin down) comes out at 9.3 / 6.9 eV. The value obtained for the LUMO energy (spin up / spin down) is 0.7443 / -0.0424 eV. As for the total charge: 0.

Which structure is the most stable? The one labeled P.

## P
The following is a DFT calculation (ωB97M-V/def2-TZVPD) of an isolated molecule of C21H18N2O4S.

Each line ends with the natural charge from an NBO analysis.
Element x y z (Å)
O 2.20 -5.31 -6.32  -0.59
C 3.10 -4.63 -5.92  0.78
O 4.38 -4.81 -6.33  -0.68
C 2.96 -3.49 -4.98  -0.19
C 4.07 -2.71 -4.56  -0.18
C 3.89 -1.68 -3.69  -0.17
C 2.60 -1.36 -3.19  -0.07
C 2.39 -0.29 -2.29  -0.14
C 1.14 -0.01 -1.82  -0.13
C 0.99 1.12 -0.85  0.67
O 1.62 2.16 -0.96  -0.60
N 0.11 0.88 0.16  -0.60
C -0.26 1.74 1.19  0.07
C 0.18 3.01 1.40  -0.19
C -0.32 3.74 2.51  -0.28
C -1.22 3.17 3.34  0.02
N -1.67 1.89 3.13  -0.38
C -2.67 1.32 4.05  -0.06
C -3.98 2.09 4.08  -0.42
C -4.80 1.43 5.17  -0.51
S -3.63 1.10 6.54  0.18
C -2.15 1.21 5.48  -0.53
C -1.24 1.11 2.08  0.61
O -1.65 -0.03 1.89  -0.67
C 0.03 -0.79 -2.23  -0.22
C 0.21 -1.82 -3.11  -0.18
C 1.49 -2.13 -3.61  0.01
C 1.70 -3.20 -4.51  -0.13
H 4.37 -5.56 -6.94  0.50
H 5.05 -2.95 -4.94  0.24
H 4.74 -1.08 -3.37  0.22
H 3.23 0.32 -1.98  0.23
H -0.33 -0.03 0.24  0.44
H 0.91 3.44 0.73  0.26
H 0.01 4.75 2.70  0.23
H -1.64 3.69 4.19  0.21
H -2.86 0.32 3.66  0.26
H -3.80 3.14 4.33  0.20
H -4.48 2.05 3.11  0.23
H -5.60 2.06 5.54  0.23
H -5.23 0.49 4.83  0.21
H -1.53 0.33 5.61  0.23
H -1.57 2.09 5.76  0.21
H -0.96 -0.55 -1.87  0.22
H -0.64 -2.41 -3.44  0.22
H 0.87 -3.81 -4.84  0.24

The gap between HOMO and LUMO comes out at 8.0 eV. The value obtained for the LUMO energy is -0.2522 eV. As for the total charge: 0.

## Q
The following is a DFT calculation (ωB97M-V/def2-TZVPD) of an isolated molecule of C21H18N2O4S.

Each line ends with the natural charge from an NBO analysis.
Element x y z (Å)
O 1.59 -6.29 -2.82  -0.59
C 1.97 -5.25 -3.30  0.78
O 2.68 -5.21 -4.44  -0.68
C 1.70 -3.91 -2.73  -0.18
C 2.17 -2.73 -3.36  -0.18
C 1.90 -1.51 -2.81  -0.20
C 1.15 -1.41 -1.61  0.03
C 0.85 -0.15 -1.02  -0.18
C 0.13 -0.09 0.14  -0.12
C -0.19 1.25 0.75  0.68
O -1.09 1.96 0.35  -0.59
N 0.61 1.56 1.81  -0.60
C 0.55 2.69 2.62  0.06
C -0.32 3.73 2.51  -0.19
C -0.23 4.81 3.43  -0.28
C 0.72 4.79 4.39  0.02
N 1.60 3.75 4.51  -0.38
C 2.62 3.77 5.57  -0.06
C 2.02 3.83 6.97  -0.42
C 3.22 3.97 7.90  -0.51
S 4.36 5.14 7.07  0.18
C 3.59 4.94 5.43  -0.53
C 1.58 2.66 3.65  0.61
O 2.37 1.73 3.76  -0.67
C -0.33 -1.27 0.77  -0.19
C -0.07 -2.48 0.21  -0.17
C 0.68 -2.59 -0.99  -0.09
C 0.97 -3.83 -1.58  -0.11
H 2.80 -6.13 -4.73  0.50
H 2.74 -2.80 -4.28  0.23
H 2.25 -0.60 -3.28  0.21
H 1.20 0.75 -1.50  0.22
H 1.36 0.92 2.08  0.44
H -1.06 3.72 1.73  0.26
H -0.91 5.64 3.36  0.23
H 0.83 5.59 5.11  0.21
H 3.16 2.84 5.46  0.26
H 1.37 4.70 7.08  0.20
H 1.44 2.93 7.19  0.23
H 2.96 4.36 8.87  0.23
H 3.72 3.01 8.04  0.21
H 4.35 4.74 4.68  0.23
H 3.07 5.86 5.16  0.21
H -0.90 -1.19 1.68  0.22
H -0.42 -3.39 0.69  0.22
H 0.63 -4.75 -1.12  0.24

The gap between HOMO and LUMO comes out at 8.3 eV. The value obtained for the LUMO energy is -0.0387 eV. As for the total charge: 0.

## R
The following is a DFT calculation (ωB97M-V/def2-TZVPD) of an isolated molecule of C21H18N2O4S.

Each line ends with the natural charge from an NBO analysis.
Element x y z (Å)
O -8.20 -1.55 1.62  -0.59
C -7.52 -2.50 1.34  0.78
O -8.05 -3.71 1.04  -0.68
C -6.03 -2.50 1.30  -0.19
C -5.29 -3.66 0.97  -0.18
C -3.93 -3.62 0.94  -0.17
C -3.24 -2.42 1.25  -0.07
C -1.83 -2.35 1.23  -0.15
C -1.18 -1.18 1.53  -0.12
C 0.31 -1.13 1.47  0.67
O 1.02 -1.84 2.16  -0.60
N 0.80 -0.19 0.61  -0.60
C 2.13 0.13 0.37  0.06
C 3.23 -0.42 0.95  -0.19
C 4.52 0.04 0.57  -0.28
C 4.63 1.02 -0.35  0.02
N 3.53 1.58 -0.94  -0.38
C 3.70 2.64 -1.94  -0.06
C 4.53 2.22 -3.15  -0.42
C 4.68 3.48 -3.99  -0.51
S 4.96 4.85 -2.80  0.18
C 4.36 3.90 -1.36  -0.53
C 2.24 1.19 -0.63  0.61
O 1.25 1.70 -1.16  -0.67
C -1.93 -0.01 1.84  -0.21
C -3.29 -0.06 1.88  -0.17
C -3.98 -1.26 1.58  0.00
C -5.39 -1.33 1.60  -0.13
H -9.01 -3.60 1.09  0.50
H -5.82 -4.58 0.74  0.23
H -3.36 -4.50 0.69  0.22
H -1.25 -3.23 0.99  0.22
H 0.15 0.35 0.04  0.44
H 3.11 -1.20 1.68  0.26
H 5.40 -0.38 1.02  0.23
H 5.59 1.41 -0.67  0.21
H 2.70 2.89 -2.27  0.26
H 5.51 1.87 -2.84  0.20
H 4.04 1.42 -3.71  0.23
H 5.53 3.44 -4.67  0.23
H 3.78 3.68 -4.56  0.21
H 3.64 4.49 -0.79  0.24
H 5.19 3.64 -0.71  0.21
H -1.40 0.91 2.07  0.22
H -3.86 0.83 2.13  0.22
H -5.98 -0.46 1.85  0.24

The gap between HOMO and LUMO comes out at 8.2 eV. The value obtained for the LUMO energy is -0.1388 eV. As for the total charge: 0.

Which structure is the most stable? The one labeled P.

## P
The following is a DFT calculation (ωB97M-V/def2-TZVPD) of a cluster of 2 separate species, C2H3N2O2 in total.

Each line ends with the natural charge from an NBO analysis.
Element x y z (Å)
C -0.64 2.10 2.15  0.63
C -1.17 -0.33 -0.22  0.44
N -1.89 0.23 0.51  0.07
N -0.20 -0.95 -0.76  -0.81
O -1.74 2.00 2.36  -0.16
O -2.81 0.58 1.19  -0.36
H 0.17 2.08 1.43  0.28
H 0.03 -1.89 -0.37  0.46
H 0.22 -0.43 -1.61  0.46

The gap between HOMO and LUMO (spin up / spin down) comes out at 6.7 / 6.7 eV. The value obtained for the LUMO energy (spin up / spin down) is -6.6433 / -6.6468 eV. As for the total charge: +1.

## Q
The following is a DFT calculation (ωB97M-V/def2-TZVPD) of a cluster of 2 separate species, C2H3N2O2 in total.

Each line ends with the natural charge from an NBO analysis.
Element x y z (Å)
C 0.65 0.58 0.38  0.76
C 0.09 -0.22 -1.56  0.27
N -0.06 0.40 1.32  -0.04
N -0.85 -0.79 -1.86  -0.59
O 1.64 1.25 0.02  -0.59
O -1.18 -0.16 1.75  -0.43
H 2.41 0.79 -0.55  0.58
H -1.62 -1.41 -2.27  0.51
H -1.08 -0.43 2.76  0.54

The gap between HOMO and LUMO comes out at 10.7 eV. The value obtained for the LUMO energy is -5.2955 eV. As for the total charge: +1.

Which structure is the most stable? The one labeled Q.

## P
The following is a DFT calculation (ωB97M-V/def2-TZVPD) of an isolated molecule of C3H6ClNO2.

Each line ends with the natural charge from an NBO analysis.
Element x y z (Å)
C 1.53 -0.26 -0.52  -0.69
C 0.43 -0.02 0.50  0.17
O 0.16 1.30 0.72  -0.73
Cl 0.73 -0.82 2.03  -0.04
C -1.05 -0.67 -0.26  0.69
N -2.18 0.15 -0.02  -0.86
O -1.08 -1.69 -0.85  -0.57
H 2.55 -0.32 -0.01  0.23
H 1.30 0.62 -1.26  0.23
H 1.37 -1.30 -1.07  0.27
H 1.00 1.80 0.97  0.49
H -1.74 1.03 0.34  0.41
H -3.03 0.18 -0.56  0.41

The gap between HOMO and LUMO comes out at 10.3 eV. The value obtained for the LUMO energy is 0.5633 eV. As for the total charge: 0.

## Q
The following is a DFT calculation (ωB97M-V/def2-TZVPD) of a cluster of 2 separate species, C3H6ClNO2 in total.

Each line ends with the natural charge from an NBO analysis.
Element x y z (Å)
C -0.18 0.12 1.15  -0.72
C 0.08 -0.40 -1.38  -0.67
C -0.25 -0.82 0.04  0.08
N -2.90 0.15 -0.09  0.50
O -3.22 0.74 0.90  -0.30
O -3.21 0.26 -1.24  -0.31
Cl -0.49 -2.48 0.38  0.03
H 0.34 1.08 0.89  0.23
H 0.28 -0.34 2.03  0.23
H -1.15 0.51 1.42  0.25
H -0.74 -0.12 -1.91  0.24
H 0.64 -1.12 -1.93  0.23
H 0.59 0.57 -1.24  0.22

The gap between HOMO and LUMO (spin up / spin down) comes out at 10.1 / 6.0 eV. The value obtained for the LUMO energy (spin up / spin down) is -0.0347 / -1.6586 eV. As for the total charge: 0.

## R
The following is a DFT calculation (ωB97M-V/def2-TZVPD) of an isolated molecule of C3H6ClNO2.

Each line ends with the natural charge from an NBO analysis.
Element x y z (Å)
O -0.40 -0.32 1.46  -0.60
C -0.11 0.37 0.52  0.68
C 1.39 0.82 0.27  -0.37
Cl 2.38 -0.47 -0.40  -0.04
N -0.96 0.80 -0.46  -0.67
C -2.31 0.34 -0.29  0.10
O -2.42 -1.03 -0.44  -0.73
H 1.70 1.07 1.01  0.15
H 1.39 1.66 -0.35  0.20
H -0.50 1.06 -1.56  0.43
H -2.94 1.00 -1.24  0.16
H -2.88 0.70 0.63  0.19
H -1.78 -1.51 0.30  0.50

The gap between HOMO and LUMO comes out at 10.7 eV. The value obtained for the LUMO energy is 0.4381 eV. As for the total charge: 0.

Which structure is the most stable? The one labeled P.

## P
The following is a DFT calculation (ωB97M-V/def2-TZVPD) of a structure of composition C3H3Br9.

Each line ends with the natural charge from an NBO analysis.
Element x y z (Å)
C -0.69 -1.80 3.79  -0.44
Br 0.32 -2.44 5.38  0.07
Br -1.64 -0.05 4.19  0.06
Br -1.81 -3.25 3.11  0.09
H 0.05 -1.54 3.03  0.22
C 0.16 1.80 0.55  -0.44
Br -1.45 2.60 1.37  0.10
Br 0.23 -0.18 0.63  0.07
Br 1.81 2.58 1.42  0.07
H 0.15 2.02 -0.52  0.21
C 0.59 -0.07 -4.56  -0.44
Br 1.98 0.42 -5.98  0.06
Br -1.29 0.28 -5.12  0.08
Br 0.89 0.76 -2.83  0.08
H 0.70 -1.14 -4.44  0.22

The gap between HOMO and LUMO comes out at 9.5 eV. The value obtained for the LUMO energy is -0.8806 eV. As for the total charge: 0.

## Q
The following is a DFT calculation (ωB97M-V/def2-TZVPD) of a structure of composition C3H3Br9.

Each line ends with the natural charge from an NBO analysis.
Element x y z (Å)
C 3.73 0.74 -2.35  -0.51
Br 3.86 2.65 -2.26  0.09
Br 5.19 -0.10 -1.41  0.09
Br 3.63 0.12 -4.17  0.09
H 2.82 0.46 -1.84  0.23
C -4.24 -1.66 1.81  -0.52
Br -6.11 -1.23 1.57  0.09
Br -3.39 -2.11 0.16  0.10
Br -4.01 -3.02 3.13  0.10
H -3.79 -0.74 2.15  0.22
C 0.43 1.09 0.69  -0.51
Br 0.08 1.02 -1.20  0.09
Br 2.27 0.66 1.06  0.10
Br -0.76 0.00 1.67  0.11
H 0.30 2.12 0.98  0.23

The gap between HOMO and LUMO comes out at 10.0 eV. The value obtained for the LUMO energy is -0.2255 eV. As for the total charge: 0.

Which structure is the most stable? The one labeled Q.